[1]
57
Properties=species:S:1:pos:R:3 method="wB97M-V/def2-TZVPD" total_charge=+3 gap_ev="6.57 / 6.75" spin_multiplicity=2 homo_energy_ev="-17.05 / -17.02" fmax_ev_per_a=1.59
I -2.303 0.028 0.675
I -0.610 -0.237 -2.415
Te 0.992 2.478 2.727
Ti 0.761 0.691 0.492
N 1.943 1.826 -1.050
N -0.048 2.509 -0.217
C 1.329 -2.092 -0.103
C 2.367 -0.691 1.547
C 2.278 3.910 1.910
C -0.137 4.889 -1.611
C 0.918 2.855 -1.070
C 0.296 -2.363 0.787
C 0.288 -1.808 2.071
C -2.462 -0.359 -1.404
C 1.926 5.246 2.062
C 2.406 -1.269 0.271
C 3.601 -1.088 -0.622
C 2.774 6.231 1.567
C 3.502 1.433 4.160
C 3.473 3.554 1.282
C 1.320 -0.961 2.450
C 2.201 1.085 6.604
C 3.551 0.797 6.480
C -1.142 4.558 -0.705
C 0.933 4.020 -1.802
C -1.071 3.364 -0.017
C 1.484 1.553 5.508
C 4.312 4.545 0.797
C 3.957 5.883 0.935
C 2.144 1.716 4.292
C 4.202 0.973 5.265
H -1.826 3.064 0.700
H 4.304 -1.904 -0.442
H 3.220 -0.113 1.894
H -3.136 0.378 -1.827
H 2.514 7.272 1.694
H 3.787 2.513 1.221
H 3.333 -1.126 -1.677
H 2.089 1.426 -1.978
H -2.839 -1.371 -1.515
H 1.371 -0.537 3.447
H -0.506 -3.024 0.485
H 1.014 5.534 2.568
H 4.032 1.609 3.232
H 4.106 0.445 7.338
H 1.744 4.245 -2.479
H 5.253 4.280 0.337
H 1.704 0.961 7.555
H 4.129 -0.158 -0.408
H -0.182 5.820 -2.156
H -0.510 -2.046 2.762
H 1.322 -2.550 -1.084
H 5.259 0.764 5.182
H -1.975 5.223 -0.533
H 0.434 1.792 5.622
H 4.618 6.654 0.566
H 2.828 2.239 -0.738



[2]
58
Properties=species:S:1:pos:R:3 method="wB97M-V/def2-TZVPD" gap_ev=7.46 homo_energy_ev=-7.24 fmax_ev_per_a=19.17
O -0.589 2.746 0.198
O -2.008 -1.292 2.596
O 2.828 -1.096 1.555
O 0.369 0.139 -2.433
O 1.393 -1.872 -1.437
N -1.600 0.471 1.450
N -4.165 0.316 0.560
C -0.849 -2.638 -0.266
C 4.227 -0.700 1.082
C -0.317 0.613 1.155
C -2.414 -0.279 2.056
C 6.167 0.812 -0.201
C 3.857 0.652 0.417
C 1.900 -3.191 -0.716
C -0.267 3.923 -0.123
C 5.414 -1.313 1.175
C 1.850 -0.398 1.505
C -0.643 -0.574 -1.573
C 2.369 0.752 0.681
C -1.904 -0.382 -1.603
C 4.749 1.351 -0.087
C -0.197 1.108 -3.120
C 0.272 1.696 0.532
C -2.696 -1.173 -0.632
C -2.127 -2.210 -0.477
C -3.834 -0.458 1.733
C -3.990 -0.717 -0.555
C 6.493 -0.652 0.565
C 1.580 1.679 0.096
C -5.504 0.840 0.379
C 0.024 -1.727 -1.111
C 0.582 -0.389 1.542
H 4.736 2.277 -0.675
H 0.641 1.631 -3.597
H 5.614 -2.221 1.733
H 0.511 4.375 0.515
H 1.575 -3.980 -1.267
H -6.346 0.103 0.826
H 0.156 3.816 -1.252
H -4.642 -0.296 -1.317
H -0.380 -3.778 -0.011
H 0.183 -1.405 2.229
H -5.747 1.244 -0.355
H -5.474 1.505 1.286
H -2.651 -3.032 0.338
H -4.092 0.383 2.751
H 7.158 1.294 -0.658
H 1.978 2.806 -0.079
H 3.063 -3.121 -1.038
H 7.425 -1.003 0.636
H -2.296 0.542 -1.650
H -0.892 1.172 -3.804
H -2.278 1.156 0.968
H -4.500 -1.155 2.318
H -1.301 4.532 -0.242
H -0.581 1.951 -2.557
H -4.698 -1.665 -0.176
H 1.866 -3.170 0.137



[3]
55
Properties=species:S:1:pos:R:3 method="wB97M-V/def2-TZVPD" total_charge=+1 gap_ev=4.84 homo_energy_ev=-10.29 fmax_ev_per_a=1.54
O -4.691 0.611 -4.104
N -0.648 -1.992 1.857
N -0.062 -3.378 3.788
N 1.352 -1.847 3.056
C -2.040 1.885 -1.920
C 2.400 1.208 -1.285
C 1.622 -0.792 -2.468
C 2.939 -0.975 -2.912
C -1.648 -0.464 -2.416
C 1.887 -0.767 2.280
C 0.243 3.933 1.109
C -0.349 2.813 0.513
C 2.402 3.401 0.099
C -2.799 -0.490 -3.174
C 2.036 -2.427 4.175
C 0.084 0.893 -1.189
C 0.116 -2.395 2.823
C 3.684 1.052 -1.780
C 1.066 -3.490 4.675
C 3.954 -0.053 -2.597
C -5.485 1.813 -4.220
C -1.214 0.736 -1.788
C 1.331 0.317 -1.673
C -3.582 0.685 -3.324
C 1.595 4.244 0.875
C -1.205 -4.240 3.941
C -3.189 1.878 -2.678
C 0.431 2.003 -0.313
C 1.836 2.257 -0.447
H 2.991 -2.872 3.865
H -1.394 2.553 0.683
H -1.935 -3.984 3.171
H 4.961 -0.200 -2.985
H -1.521 -2.522 1.864
H -3.127 -1.394 -3.682
H 2.234 -1.671 4.947
H 3.176 -1.845 -3.524
H 4.436 1.794 -1.518
H 2.067 0.108 2.923
H -5.861 2.132 -3.240
H -0.917 -5.298 3.835
H -1.662 -4.115 4.935
H -3.772 2.794 -2.783
H -6.313 1.538 -4.870
H 0.835 -1.499 -2.717
H -1.059 -1.370 -2.291
H 2.849 -1.061 1.834
H 0.779 -3.296 5.719
H -0.361 4.579 1.746
H 1.521 -4.490 4.622
H 1.172 -0.512 1.493
H -4.905 2.629 -4.669
H 3.453 3.606 -0.098
H 2.023 5.147 1.311
H -1.738 2.829 -1.474



[4]
60
Properties=species:S:1:pos:R:3 method="wB97M-V/def2-TZVPD" gap_ev=9.06 homo_energy_ev=-8.50 fmax_ev_per_a=0.84 smiles="CC(=O)N1CCc2cc(S(=O)(=O)N[C@H](Cc3ccccc3)C(=O)Nc3cc(C)ccn3)ccc21"
S 2.800 -3.291 -0.505
O -3.218 -0.364 -2.051
O 1.440 -0.869 1.956
O 3.030 -4.571 0.089
O 3.350 -3.007 -1.797
N 3.436 -2.149 0.546
N -0.846 0.608 1.580
N -2.837 -1.604 -0.197
N 0.959 0.391 0.110
C 2.907 4.098 -0.632
C -1.528 -1.998 -0.468
C 2.624 3.682 0.658
C -2.237 2.119 -0.313
C -0.995 -2.692 0.624
C -2.998 2.865 -1.357
C 4.036 2.022 -1.045
C 3.617 3.266 -1.482
C 0.297 -3.159 0.595
C -5.021 -0.591 -0.498
C -0.782 -1.787 -1.618
C -0.312 0.882 0.402
C -2.785 1.842 0.939
C 0.527 -2.246 -1.632
C 3.072 -0.794 0.208
C -0.965 1.636 -0.573
C 4.139 0.212 0.689
C -3.617 -0.829 -1.002
C 3.755 1.595 0.248
C -1.992 -2.729 1.739
C -3.254 -2.126 1.103
C -2.050 1.090 1.836
C 3.046 2.438 1.095
C 1.732 -0.437 0.868
C 1.052 -2.909 -0.541
H 2.817 2.115 2.100
H 3.846 3.588 -2.487
H -2.435 0.855 2.820
H 1.328 0.680 -0.786
H -1.205 -1.265 -2.460
H -2.159 -3.738 2.113
H 1.161 -2.096 -2.493
H -2.357 3.580 -1.868
H -3.765 2.211 1.202
H -0.491 1.825 -1.524
H 5.099 -0.085 0.264
H 2.578 5.068 -0.973
H 0.735 -3.687 1.427
H -1.623 -2.112 2.561
H 2.072 4.327 1.326
H 4.588 1.373 -1.709
H -3.357 2.149 -2.096
H -5.562 -0.021 -1.248
H -3.850 3.386 -0.929
H -5.533 -1.535 -0.325
H -5.002 -0.028 0.432
H -3.666 -1.321 1.715
H 4.202 0.155 1.776
H 3.005 -0.762 -0.884
H -4.029 -2.887 0.960
H 3.221 -2.369 1.510



[5]
61
Properties=species:S:1:pos:R:3 method="wB97M-V/def2-TZVPD" total_charge=+2 gap_ev="5.05 / 6.49" homo_energy_ev="-13.84 / -14.34" fmax_ev_per_a=1.45
Tl -0.394 -0.366 0.043
S 1.755 -2.167 -0.994
S -2.842 1.838 0.826
O -3.006 0.414 0.920
O -3.464 2.574 -0.227
N 1.433 1.621 0.129
N 2.062 -1.242 -3.470
N 0.253 -2.614 -3.144
N 0.659 -0.660 2.302
N -1.157 1.997 0.717
C 3.642 2.491 -0.244
C 1.783 3.993 -0.024
C 0.208 -1.093 -5.023
C 1.711 -1.331 6.406
C -0.998 4.397 0.354
C -0.166 5.468 0.173
C 0.960 -1.888 2.738
C 0.965 2.864 0.187
C 1.323 -1.995 -2.659
C 1.325 -2.143 4.046
C 1.211 5.279 0.001
C 1.380 -1.098 4.963
C -0.199 -2.470 -4.534
C 1.100 0.184 4.485
C -4.301 4.223 3.667
C -0.471 3.062 0.423
C -3.994 3.683 2.427
C 2.732 1.437 -0.093
C -2.959 2.532 4.758
C -3.780 3.654 4.821
C -2.649 1.971 3.533
C 0.748 0.360 3.165
C 1.712 -0.958 -4.870
C -3.175 2.562 2.387
C 3.164 3.776 -0.228
H 2.102 -2.332 6.571
H 1.560 -3.154 4.349
H 3.062 0.404 -0.142
H 0.812 -1.214 7.015
H 2.892 -0.834 -3.077
H 1.156 1.040 5.146
H 0.534 1.345 2.769
H -2.576 2.088 5.667
H -4.022 4.084 5.784
H 4.693 2.286 -0.391
H 0.260 -3.245 -5.152
H 2.045 0.051 -5.105
H 0.911 -2.686 2.006
H 1.866 6.137 -0.103
H -2.059 4.546 0.508
H 3.822 4.623 -0.380
H -0.570 6.471 0.183
H -0.249 -3.223 -2.519
H -2.053 1.070 3.459
H -4.961 5.078 3.729
H -0.286 -0.333 -4.413
H -1.278 -2.604 -4.565
H -0.090 -0.948 -6.059
H 2.441 -0.602 6.760
H -4.412 4.085 1.513
H 2.233 -1.650 -5.534



[6]
69
Properties=species:S:1:pos:R:3 method="wB97M-V/def2-TZVPD" total_charge=+1 gap_ev="8.38 / 8.24" spin_multiplicity=3 homo_energy_ev="-11.52 / -11.54" fmax_ev_per_a=0.51
As -2.480 -2.047 1.675
V 0.076 0.245 0.005
S 2.283 3.957 1.594
F -3.465 -3.429 1.823
F 4.030 -3.420 4.437
F -1.462 -2.826 0.467
F -3.388 -1.117 2.787
F 2.889 -5.106 3.681
F 2.078 -3.871 5.271
F -1.419 -0.568 1.433
F -3.424 -1.408 0.336
F -1.368 -2.552 2.898
N -1.267 -0.673 -1.418
N 1.599 1.587 0.848
N 1.043 -1.204 1.269
N 1.533 -0.519 -1.622
N 0.146 1.704 -1.739
C -0.577 -1.756 -2.148
C 2.153 -2.937 3.119
C 1.117 2.770 1.160
C 4.906 2.928 1.613
C -0.322 2.983 1.139
C 2.985 1.550 1.009
C -3.054 3.179 1.191
C -1.066 1.873 0.713
C 5.717 1.827 1.435
C 3.538 2.774 1.402
C -2.288 4.271 1.588
C -1.878 0.364 -2.275
C 1.752 -1.668 3.502
C 1.398 -2.445 0.927
C 2.790 -3.854 4.140
C 1.508 1.895 -2.266
C 1.200 -0.838 2.547
C 3.819 0.439 0.857
C -0.846 1.355 -2.788
C 2.308 0.579 -2.242
C 1.966 -3.341 1.811
C 5.174 0.591 1.067
C -0.910 4.172 1.576
C -2.452 2.001 0.766
C 0.794 -1.323 -2.637
H 3.414 -0.531 0.610
H 3.214 0.721 -1.657
H 0.852 0.152 2.809
H 6.782 1.918 1.594
H -0.503 -2.593 -1.456
H 1.848 -1.327 4.522
H 2.004 2.632 -1.634
H 1.378 -2.203 -2.921
H -2.027 -1.103 -0.889
H -0.305 5.003 1.918
H 5.319 3.880 1.917
H -2.619 0.879 -1.665
H -0.154 2.570 -1.307
H -1.353 2.257 -3.140
H 2.233 -4.335 1.482
H -1.176 -2.094 -3.000
H 2.201 -1.127 -1.164
H -3.089 1.160 0.510
H 2.618 0.289 -3.249
H 1.196 -2.749 -0.091
H -0.310 0.957 -3.646
H -4.134 3.243 1.227
H 0.709 -0.722 -3.538
H 5.828 -0.264 0.959
H -2.767 5.179 1.924
H 1.471 2.313 -3.275
H -2.403 -0.096 -3.117